1.
{
  "formula": "C24H74N4O15",
  "method": "ωB97M-V/def2-TZVPD",
  "energy_ev": -62757.5666,
  "orbital_gap_ev": 9.23,
  "relative_energy_kcal_mol": 0.0,
  "smiles": "COC[C@H](C)N.COC[C@H](C)N.COC[C@H](C)N.COC[C@H](C)N.OCCO.OCCO.OCCO.OCCO.O.O.O",
  "charge": 0,
  "fmax_ev_per_a": 1.9,
  "symbols": ["O", "O", "O", "O", "O", "O", "O", "O", "O", "O", "O", "O", "O", "O", "O", "N", "N", "N", "N", "C", "C", "C", "C", "C", "C", "C", "C", "C", "C", "C", "C", "C", "C", "C", "C", "C", "C", "C", "C", "C", "C", "C", "C", "H", "H", "H", "H", "H", "H", "H", "H", "H", "H", "H", "H", "H", "H", "H", "H", "H", "H", "H", "H", "H", "H", "H", "H", "H", "H", "H", "H", "H", "H", "H", "H", "H", "H", "H", "H", "H", "H", "H", "H", "H", "H", "H", "H", "H", "H", "H", "H", "H", "H", "H", "H", "H", "H", "H", "H", "H", "H", "H", "H", "H", "H", "H", "H", "H", "H", "H", "H", "H", "H", "H", "H", "H", "H"],
  "xyz": [[5.124, -3.574, 2.112], [6.113, -1.810, -1.402], [2.921, -5.286, 0.860], [-2.899, -0.502, -3.222], [-1.974, 0.557, 2.241], [4.435, -0.815, 1.016], [0.378, -5.429, 2.031], [1.847, -1.529, 2.344], [0.447, 0.601, 0.708], [2.330, 4.339, 2.222], [-2.614, 3.041, -0.250], [1.070, 0.418, -4.527], [3.584, -2.918, -0.460], [-1.127, -1.072, 6.026], [4.068, 1.901, 1.557], [-5.837, 4.883, -0.265], [-1.693, -1.538, 8.749], [-4.750, -1.747, -4.983], [-0.589, 0.780, -6.877], [0.922, -0.655, 0.253], [-0.967, -0.052, 6.992], [-4.298, 0.003, -6.617], [-4.808, 3.966, 0.273], [-5.425, 2.621, 0.652], [-1.750, 3.595, 0.753], [0.886, 0.775, -3.170], [-3.640, 3.892, -0.672], [4.411, -3.503, -1.450], [5.879, -3.205, -1.223], [-2.648, 0.345, -2.127], [4.029, -5.676, 1.687], [0.894, -1.737, 1.311], [-3.453, 0.186, -4.324], [4.295, -4.586, 2.714], [3.027, 2.493, 0.737], [-3.754, -0.775, -5.429], [1.929, 3.134, 1.549], [0.835, 1.067, -6.786], [-0.051, -1.175, 5.117], [1.261, 2.066, -7.883], [-2.010, -0.278, 8.074], [-2.060, 0.823, 9.120], [1.222, 1.532, -5.387], [1.802, 1.243, -2.772], [-5.161, 0.612, -6.346], [-6.235, 2.760, 1.363], [-4.617, -0.638, -7.442], [4.667, 2.594, 1.845], [1.069, -2.703, 0.824], [3.441, 3.184, 0.001], [-0.360, 0.439, 1.213], [-4.650, 1.970, 1.057], [3.154, -4.390, 0.564], [1.180, 3.438, 0.812], [-4.482, 4.349, 1.259], [-1.565, -2.268, 8.052], [5.386, -0.673, 0.950], [-1.249, 4.451, 0.284], [0.775, -0.163, -2.634], [4.235, -4.581, -1.402], [-1.110, 1.617, -6.633], [-3.258, 4.907, -0.868], [1.447, 0.174, -6.939], [-1.182, 0.922, 6.525], [-2.269, 0.683, 1.329], [2.238, 1.846, -8.303], [-0.838, 0.068, -6.199], [0.553, 2.356, -5.078], [6.156, -3.585, -0.232], [-1.096, 0.851, 9.627], [-4.462, -2.271, -4.167], [-4.385, 0.701, -4.035], [6.437, -3.791, -1.963], [3.947, -2.055, -0.206], [6.943, -1.703, -1.871], [-0.071, -1.777, 1.822], [4.775, -4.980, 3.611], [-2.350, 1.808, 8.756], [-4.923, -2.407, -5.730], [3.753, -6.595, 2.205], [4.148, -3.218, -2.478], [-1.038, 2.809, 0.976], [-2.282, 3.919, 1.648], [-5.821, 2.121, -0.241], [1.333, -5.445, 1.856], [-2.045, 1.222, -2.390], [-2.203, -0.343, -1.412], [-5.386, 5.678, -0.702], [-2.767, 0.975, -4.675], [-0.069, -0.398, 4.337], [0.096, -4.572, 1.699], [3.268, 4.280, 2.419], [1.503, 2.437, 2.269], [-0.175, -2.155, 4.661], [1.955, -0.518, -0.075], [0.050, -0.070, 7.401], [0.047, 1.456, -3.029], [2.668, -1.194, 1.967], [4.060, 0.081, 1.028], [0.487, 2.116, -8.644], [-3.499, 0.623, -7.034], [1.332, 3.076, -7.455], [4.569, -2.793, 2.006], [-2.830, 0.547, 9.846], [-3.562, 0.817, -1.731], [2.240, 1.937, -5.272], [-2.740, 0.186, 2.691], [-6.409, 5.231, 0.492], [-2.500, -1.887, 9.263], [0.952, -1.070, 5.547], [2.560, 1.658, 0.212], [-2.806, -1.242, -5.738], [-4.000, 3.515, -1.637], [-2.951, -0.356, 7.505], [0.350, -1.033, -0.606], [3.329, -4.136, 2.952], [4.878, -5.805, 1.015]]
}

2.
{
  "formula": "C24H76BaF6O20",
  "method": "ωB97M-V/def2-TZVPD",
  "energy_ev": -84056.4270,
  "orbital_gap_ev": [9.30, 4.06],
  "s2": 0.755,
  "charge": 1,
  "fmax_ev_per_a": 3.0,
  "spin_multiplicity": 2,
  "symbols": ["Ba", "F", "F", "F", "F", "F", "F", "O", "O", "O", "O", "O", "O", "O", "O", "O", "O", "O", "O", "O", "O", "O", "O", "O", "O", "O", "O", "C", "C", "C", "C", "C", "C", "C", "C", "C", "C", "C", "C", "C", "C", "C", "C", "C", "C", "C", "C", "C", "C", "C", "C", "H", "H", "H", "H", "H", "H", "H", "H", "H", "H", "H", "H", "H", "H", "H", "H", "H", "H", "H", "H", "H", "H", "H", "H", "H", "H", "H", "H", "H", "H", "H", "H", "H", "H", "H", "H", "H", "H", "H", "H", "H", "H", "H", "H", "H", "H", "H", "H", "H", "H", "H", "H", "H", "H", "H", "H", "H", "H", "H", "H", "H", "H", "H", "H", "H", "H", "H", "H", "H", "H", "H", "H", "H", "H", "H", "H"],
  "xyz": [[14.542, -33.368, -26.343], [19.886, -32.455, -27.324], [15.110, -27.622, -27.523], [20.062, -34.129, -28.661], [13.160, -28.122, -28.057], [19.786, -32.160, -29.453], [13.693, -28.451, -26.041], [12.308, -31.162, -30.395], [17.028, -29.248, -32.243], [14.880, -34.416, -28.963], [18.559, -34.930, -24.813], [17.543, -34.213, -29.356], [15.578, -30.571, -26.535], [17.300, -33.735, -27.125], [10.638, -25.797, -30.979], [13.711, -31.509, -24.371], [15.596, -23.542, -27.860], [19.912, -30.740, -22.103], [13.899, -31.131, -27.928], [17.217, -29.972, -21.229], [18.055, -26.029, -23.534], [19.044, -26.897, -25.854], [14.880, -29.750, -22.696], [9.491, -30.094, -25.986], [16.129, -33.680, -24.026], [11.721, -33.365, -27.399], [10.214, -26.302, -24.352], [19.429, -32.984, -28.435], [14.674, -30.038, -27.565], [17.698, -30.711, -25.274], [17.417, -35.038, -31.549], [18.245, -26.128, -26.704], [17.867, -33.245, -28.346], [20.427, -30.244, -23.315], [17.709, -33.809, -30.721], [19.559, -34.079, -24.289], [16.358, -29.614, -31.052], [12.380, -31.084, -24.371], [11.375, -25.689, -24.905], [14.165, -28.544, -27.265], [16.874, -29.885, -26.305], [11.133, -30.392, -30.009], [10.422, -29.116, -26.351], [17.263, -29.266, -20.000], [15.007, -24.389, -28.810], [10.506, -33.535, -28.074], [14.524, -28.443, -22.507], [14.316, -33.738, -30.110], [18.276, -27.122, -22.607], [12.028, -26.020, -30.738], [16.376, -33.161, -22.752], [15.286, -29.850, -28.447], [12.668, -25.404, -31.370], [16.873, -33.939, -22.171], [15.821, -34.472, -29.143], [16.955, -34.077, -24.310], [10.639, -33.290, -29.128], [11.857, -31.430, -25.263], [19.691, -29.726, -23.930], [10.408, -24.911, -30.690], [18.123, -30.147, -21.493], [10.213, -34.585, -28.043], [21.187, -29.473, -23.188], [18.198, -34.646, -25.656], [18.031, -28.036, -23.148], [11.854, -31.353, -23.455], [18.405, -25.075, -26.471], [17.157, -32.403, -22.809], [19.261, -33.033, -24.214], [9.515, -25.651, -24.444], [15.383, -27.777, -22.585], [11.991, -26.512, -25.265], [20.472, -34.104, -24.885], [10.046, -28.561, -27.211], [14.706, -32.734, -30.275], [14.394, -34.292, -31.046], [17.408, -29.943, -19.158], [19.812, -34.416, -23.284], [16.431, -35.390, -31.249], [17.373, -32.303, -28.585], [12.899, -31.335, -29.659], [16.503, -23.417, -28.148], [19.341, -27.276, -22.433], [17.443, -30.355, -24.276], [18.090, -28.556, -19.974], [17.433, -34.697, -32.584], [15.198, -25.447, -28.630], [11.136, -25.054, -25.758], [12.313, -25.936, -29.689], [17.766, -27.018, -21.649], [13.786, -28.112, -23.238], [17.406, -29.981, -27.251], [11.260, -29.314, -29.914], [17.424, -31.764, -25.204], [17.167, -26.228, -26.580], [16.414, -28.615, -19.790], [18.198, -35.781, -31.386], [16.980, -33.058, -31.026], [13.243, -33.654, -29.939], [12.379, -27.044, -30.867], [14.105, -28.241, -21.521], [18.450, -26.217, -24.388], [15.269, -29.592, -31.001], [15.517, -32.697, -22.267], [15.663, -29.844, -22.148], [16.590, -30.674, -30.954], [19.706, -27.259, -26.448], [14.227, -30.800, -23.980], [12.469, -30.004, -24.489], [10.530, -28.421, -25.519], [15.365, -24.157, -29.813], [9.690, -33.010, -27.577], [10.400, -30.517, -30.806], [11.327, -29.644, -26.652], [8.688, -29.864, -26.459], [18.517, -26.326, -27.740], [18.772, -30.725, -25.458], [20.395, -31.547, -21.911], [13.924, -24.276, -28.762], [16.851, -28.839, -25.999], [16.738, -29.133, -30.151], [17.049, -28.290, -32.293], [12.012, -32.468, -27.583], [18.652, -33.413, -31.097], [20.851, -31.040, -23.926], [11.938, -25.213, -24.102], [10.691, -30.704, -29.062]]
}